Molecular formula: C4H10N2O
Method: DFT, wB97M-V/def2-TZVPD

XYZ file:
```
17
Properties=species:S:1:pos:R:3:forces:R:3:nbo_charge:R:1
H 2.8341 0.2627 2.1585 -0.08 0.59 0.03 0.202
N 1.8630 -0.4282 0.4072 -2.38 0.67 1.76 -0.642
H 2.3860 -1.3669 2.3018 -1.06 0.76 -0.33 0.202
H -3.2778 -0.3600 -1.4283 2.21 0.73 -1.28 0.196
C -0.5740 -0.0641 0.3655 -0.09 3.78 -1.10 -0.308
H -2.6640 1.1088 -2.4167 0.68 -0.88 1.79 0.211
O 0.8798 0.4268 -1.4722 0.33 -0.53 0.46 -0.614
H -1.1803 1.4550 -0.8255 1.00 1.22 0.39 0.361
H -0.7446 -1.0634 0.5447 -0.77 -2.22 0.58 0.217
C 1.9880 -0.3758 1.9308 1.85 -1.55 -1.55 -0.419
H 1.1209 -0.0330 2.4889 -0.11 -0.23 -0.53 0.220
H 2.6043 -0.6488 -0.1949 1.64 -0.07 -0.21 0.400
C -2.3007 0.2126 -1.7839 0.19 -1.71 0.02 -0.428
N -1.5200 0.5836 -0.5284 -2.87 0.69 -0.87 -0.662
C 0.7804 0.0308 -0.3231 0.92 -0.13 0.69 0.663
H -1.5863 -0.2996 -2.5638 -1.66 0.15 1.48 0.192
H -0.6088 0.5593 1.3394 0.19 -1.27 -1.35 0.209
```
Positions in Å, forces in eV/Å.

Its structure (SMILES) is CNCC(=O)NC. For the gap between HOMO and LUMO, the calculation gives 9.0 eV. Its net charge is 0. The energy above the lowest of the compared OMol25 structures with the same formula, charge and spin is 66.8 kcal/mol. The lowest unoccupied orbital energy comes out at 0.031 hartree.



Molecular formula: C4H10N2O
Method: DFT, wB97M-V/def2-TZVPD

XYZ file:
```
17
Properties=species:S:1:pos:R:3:forces:R:3:nbo_charge:R:1
C -0.0489 -0.0436 -2.0631 0.06 0.02 0.07 -0.464
N -0.6799 -0.4276 -0.8185 0.17 -0.72 -0.17 -0.341
H 0.9593 0.3918 -2.0007 -0.07 -0.05 0.06 0.164
H -0.1419 -1.9049 2.1043 0.00 0.03 -0.05 0.205
C -0.7708 -1.4290 1.3510 0.01 0.05 -0.02 -0.639
H 2.0221 -0.1694 -0.3509 -0.05 0.08 0.00 0.187
H -0.6974 0.6633 -2.5820 0.02 -0.01 0.03 0.210
H -1.4812 -2.1601 0.9649 0.04 0.04 0.00 0.225
H -1.3396 -0.6263 1.8257 0.02 -0.03 -0.02 0.228
H 0.4233 1.5743 -0.3355 0.00 -0.01 -0.02 0.296
O -0.4292 2.8827 0.6627 0.00 -0.22 0.05 -0.525
C 1.3832 -0.5733 0.4207 0.12 -0.53 -0.23 -0.347
N -0.1673 1.5413 0.4972 -0.20 1.30 0.46 -0.244
C 0.0412 -0.8429 0.2215 -0.11 -0.01 -0.14 0.153
H 0.0297 -0.9329 -2.7001 -0.02 0.06 0.06 0.219
H 1.8699 -0.8654 1.3404 -0.05 0.02 0.02 0.199
H -0.9726 2.9219 1.4624 0.06 -0.02 -0.11 0.472
```
Positions in Å, forces in eV/Å.

For the gap between HOMO and LUMO (spin up / spin down), the calculation gives 8.5 / 9.1 eV. Its net charge is 0. The energy above the lowest of the compared OMol25 structures with the same formula, charge and spin is 145.8 kcal/mol. The lowest unoccupied orbital energy (spin up / spin down) comes out at -0.021 / 0.020 hartree.



Molecular formula: C4H10N2O
Method: DFT, wB97M-V/def2-TZVPD

XYZ file:
```
17
Properties=species:S:1:pos:R:3:forces:R:3:nbo_charge:R:1
C -0.4993 0.7663 -1.3441 0.51 -0.49 0.54 0.205
C 0.7523 -1.1231 1.9271 0.67 -0.35 0.31 0.524
H -1.3917 -0.4376 0.0415 -0.13 0.19 -0.14 0.362
O 1.2553 -0.0329 1.8594 -0.12 0.39 -0.17 -0.582
H 1.0857 1.8459 -2.1939 -0.12 -0.03 -0.30 0.202
H 1.2579 0.0010 -2.2440 0.10 -0.02 0.22 0.191
C 0.6799 0.8715 -1.9640 -0.43 0.33 -0.07 -0.509
H -0.9520 2.8439 -1.3208 -0.01 0.00 0.06 0.223
H 0.9124 -3.0802 2.5243 0.02 0.00 -0.01 0.388
C -1.4041 1.9065 -0.9976 0.59 0.24 -0.21 -0.651
H -1.5252 1.9451 0.0870 -0.30 0.05 -0.04 0.213
N 1.3097 -2.1613 2.6142 -0.41 -0.21 -0.26 -0.824
H 2.2797 -2.0992 2.8583 0.17 0.12 0.19 0.400
H -0.2483 -1.1854 -0.8841 -0.04 0.00 -0.06 0.364
H -0.1835 -1.3924 1.4278 -0.28 -0.03 0.11 0.091
H -2.3584 1.8118 -1.5154 -0.12 -0.11 0.24 0.223
N -0.9706 -0.4798 -0.8755 -0.11 -0.07 -0.40 -0.822
```
Positions in Å, forces in eV/Å.

Its structure (SMILES) is C=C(C)N.NC=O. For the gap between HOMO and LUMO, the calculation gives 8.9 eV. Its net charge is 0. The energy above the lowest of the compared OMol25 structures with the same formula, charge and spin is 34.0 kcal/mol. The lowest unoccupied orbital energy comes out at 0.029 hartree.



Molecular formula: C4H10N2O
Method: DFT, wB97M-V/def2-TZVPD

XYZ file:
```
17
Properties=species:S:1:pos:R:3:forces:R:3:nbo_charge:R:1
O 1.7203 1.3543 -0.3389 -0.84 1.22 -0.31 -0.704
H -2.8566 0.7454 -1.1490 0.14 0.13 -0.43 0.214
N -0.3602 -0.4668 -0.0684 0.37 0.51 0.80 -0.459
C -2.3697 0.7561 -0.1835 -0.46 -0.21 0.06 -0.621
H -2.1463 -1.2509 -0.7897 0.42 0.07 1.09 0.202
C 1.7480 -1.1719 -0.1523 -0.20 -0.82 -0.72 -0.027
H 2.5234 0.3725 1.1531 0.75 -0.66 -0.01 0.169
H 0.0159 0.1974 0.6397 -0.56 -0.68 -0.96 0.331
C 2.4109 0.2204 0.0699 0.10 -1.26 0.95 -0.129
H -1.5142 1.4197 -0.2395 -0.28 0.53 0.13 0.219
C -1.8056 -0.6351 0.0871 0.20 -1.60 -1.02 -0.223
H 3.3900 0.2038 -0.4449 -0.32 -0.19 0.44 0.192
H 2.4291 -2.0434 -0.2381 -0.18 0.85 -0.14 0.187
H -3.1558 1.1013 0.4722 0.12 0.12 0.63 0.209
H -2.0929 -1.1857 1.0324 0.11 0.85 -0.78 0.177
H 1.5561 1.8965 0.4516 0.07 -0.21 -0.76 0.468
N 0.5076 -1.5136 -0.3017 0.53 1.36 1.04 -0.206
```
Positions in Å, forces in eV/Å.

Its structure (SMILES) is CCN/N=C\CO. For the gap between HOMO and LUMO, the calculation gives 8.7 eV. Its net charge is 0. The energy above the lowest of the compared OMol25 structures with the same formula, charge and spin is 85.8 kcal/mol. The lowest unoccupied orbital energy comes out at 0.024 hartree.



Molecular formula: C4H10N2O
Method: DFT, wB97M-V/def2-TZVPD

XYZ file:
```
17
Properties=species:S:1:pos:R:3:forces:R:3:nbo_charge:R:1
H -1.2829 -1.2944 0.7640 0.32 -0.64 -0.17 0.173
C -1.1411 -1.6921 -1.4021 -2.00 0.12 -0.80 -0.644
H -1.4318 0.0964 -0.1409 -0.10 -0.07 -0.66 0.193
O -0.2616 2.2310 1.7729 0.65 0.18 0.24 -0.601
H 0.2519 -0.1404 2.0569 0.26 -0.33 0.07 0.199
H -1.4340 -2.7120 -1.1764 0.71 -0.39 0.09 0.216
H 1.3255 3.2501 -0.0114 -0.28 0.08 -0.38 0.407
H 1.3706 1.6429 -0.7877 0.46 0.28 -0.12 0.411
N 0.5320 -0.4796 -0.0646 -0.68 -0.77 0.04 -0.626
C 0.5247 1.6718 1.0312 -0.99 0.07 -0.01 0.665
H -0.4240 -1.6153 -2.2183 0.48 -0.12 0.49 0.224
C -0.8975 -0.8616 -0.1713 0.69 1.44 0.62 -0.230
H 1.9051 0.1203 1.2992 0.56 -0.22 0.66 0.213
C 0.8393 0.1825 1.1949 -0.42 0.77 -1.01 -0.322
H -2.0670 -1.3569 -1.8994 0.15 0.22 0.20 0.221
N 1.1070 2.2729 -0.0502 0.00 -0.59 0.55 -0.859
H 1.0837 -1.3157 -0.1968 0.19 -0.04 0.19 0.358
```
Positions in Å, forces in eV/Å.

Its structure (SMILES) is CCNCC(N)=O. For the gap between HOMO and LUMO, the calculation gives 10.1 eV. Its net charge is 0. The energy above the lowest of the compared OMol25 structures with the same formula, charge and spin is 28.5 kcal/mol. The lowest unoccupied orbital energy comes out at 0.036 hartree.



Molecular formula: C4H10N2O
Method: DFT, wB97M-V/def2-TZVPD

XYZ file:
```
17
Properties=species:S:1:pos:R:3:forces:R:3:nbo_charge:R:1
N 0.7938 -0.9255 1.5022 -0.38 -0.93 0.70 -0.613
H 1.9693 0.3700 -1.2634 -0.15 0.04 -0.13 0.203
N 0.9313 -0.3505 0.3598 0.16 0.66 -0.13 -0.057
H 0.0952 2.1863 0.3499 -0.01 -0.08 0.00 0.479
H 1.6347 -1.4502 1.7481 0.15 0.29 -0.33 0.315
H -0.1212 -0.1945 -2.1902 0.03 -0.03 -0.06 0.223
C -0.8377 -0.3469 -1.3875 0.18 0.29 0.15 -0.630
H -1.7174 -0.7450 1.1368 -0.15 -0.01 -0.09 0.240
C -0.3657 0.3608 -0.1227 0.10 -0.48 -0.05 0.418
H -2.2250 0.9354 0.7681 0.03 0.02 -0.06 0.218
O -0.0435 1.6751 -0.4569 0.02 0.13 -0.12 -0.706
H -1.7952 0.0721 -1.6910 -0.04 0.01 0.03 0.223
H -0.8741 0.5387 1.9357 -0.56 0.15 -0.40 0.245
H 2.8981 -0.7557 -0.1002 0.05 -0.02 0.20 0.189
H -0.9530 -1.4101 -1.1992 0.00 -0.08 0.03 0.224
C 1.9976 -0.2385 -0.3809 0.04 -0.06 -0.42 -0.311
C -1.3871 0.2783 0.9912 0.53 0.10 0.66 -0.662
```
Positions in Å, forces in eV/Å.

For the gap between HOMO and LUMO, the calculation gives 8.5 eV. Its net charge is 0. The energy above the lowest of the compared OMol25 structures with the same formula, charge and spin is 78.0 kcal/mol. The lowest unoccupied orbital energy comes out at 0.034 hartree.



Molecular formula: C4H10N2O
Method: DFT, wB97M-V/def2-TZVPD

XYZ file:
```
17
Properties=species:S:1:pos:R:3:forces:R:3:nbo_charge:R:1
H -0.2108 -0.0993 -1.5715 0.25 -0.30 -0.55 0.214
H 1.8904 0.7985 -1.3259 -0.24 -0.46 -0.35 0.215
C -0.2325 -0.3108 -0.5166 -0.78 0.51 1.31 -0.130
H -1.6338 1.9471 1.5936 0.17 0.19 -0.12 0.401
H -1.2622 -1.5791 0.8749 -0.12 -0.34 -0.03 0.189
H -1.0129 -2.2281 -0.7748 -0.59 -0.31 0.09 0.235
O -0.3783 2.0670 -0.6259 0.10 0.48 0.10 -0.612
H 3.0982 -0.2908 -0.6461 0.21 -0.58 -0.09 0.196
H 1.1423 -0.8568 0.9357 -0.43 -0.09 0.14 0.360
N -1.1606 1.1152 1.2843 -0.03 -0.36 0.13 -0.835
N 1.0712 -0.7239 -0.0605 0.72 -0.43 -0.92 -0.622
H -2.2810 -0.9243 -0.4310 -0.15 -0.48 -0.19 0.215
C 2.1435 0.1743 -0.4714 -0.13 1.22 0.51 -0.426
H -1.5618 0.2496 1.5996 -0.03 0.06 0.22 0.383
C -0.5954 1.0798 0.0411 -0.40 -0.14 -0.41 0.656
H 2.2966 0.9434 0.2880 0.24 0.10 0.26 0.176
C -1.3129 -1.3618 -0.1934 1.22 0.93 -0.11 -0.615
```
Positions in Å, forces in eV/Å.

Its structure (SMILES) is CN[C@@H](C)C(N)=O. For the gap between HOMO and LUMO, the calculation gives 9.5 eV. Its net charge is 0. The energy above the lowest of the compared OMol25 structures with the same formula, charge and spin is 24.0 kcal/mol. The lowest unoccupied orbital energy comes out at 0.032 hartree.



Molecular formula: C4H10N2O
Method: DFT, wB97M-V/def2-TZVPD

XYZ file:
```
17
Properties=species:S:1:pos:R:3:forces:R:3:nbo_charge:R:1
H 2.0601 -0.5673 -0.8337 -1.70 0.41 0.62 0.536
H -2.0428 1.1514 -0.7429 -0.01 0.21 0.13 0.355
H 1.9412 1.7394 1.6542 0.36 -0.19 -0.31 0.208
C 1.4528 0.8360 1.3070 -0.95 -0.13 -1.58 -0.461
C -0.2723 -0.5662 -1.4862 3.36 0.28 1.79 -0.022
H 0.1113 -1.7791 0.7663 -0.11 -0.02 0.10 0.367
H -0.4276 0.1834 -2.2645 0.03 0.01 0.24 0.191
H -2.5122 -0.0368 0.2781 0.02 0.21 0.01 0.378
N -1.7910 0.6615 0.1093 -0.56 0.33 -0.47 -0.825
H -0.7245 -1.5167 -1.7711 0.38 -0.07 0.18 0.206
C 0.6550 0.8630 0.2032 -0.91 1.30 3.06 -0.147
N -0.6923 -1.1633 0.8640 0.61 -0.63 -0.02 -0.836
H -0.6655 -0.7759 1.8039 -0.02 -0.09 -0.07 0.371
H 0.5606 1.8300 -0.2895 0.11 -0.13 -0.22 0.198
O 1.2858 -0.7139 -1.3997 -1.34 -1.72 -3.31 -0.881
C -0.5644 -0.0704 -0.0667 1.01 0.16 -0.35 0.176
H 1.6257 -0.0751 1.8685 -0.28 0.07 0.22 0.186
```
Positions in Å, forces in eV/Å.

Its structure (SMILES) is C=CC(N)(N)CO. For the gap between HOMO and LUMO, the calculation gives 10.1 eV. Its net charge is 0. The energy above the lowest of the compared OMol25 structures with the same formula, charge and spin is 87.3 kcal/mol. The lowest unoccupied orbital energy comes out at 0.036 hartree.